(1)
Below is a structure of composition C38H30F3N5SbW in a non-equilibrium geometry, with properties calculated with wB97M-V/def2-TZVPD.

```
! RIJCOSX wB97M-V def2-TZVPD def2/J DEFGRID3
* xyz 3 3
W 1.22109 0.62212 -1.07321
C 2.99736 3.48402 5.27015
C 2.36132 2.97487 4.01160
C 1.19814 3.56279 3.50443
C 0.62620 3.08498 2.35519
C 1.19389 2.01705 1.63708
N 0.54197 1.57481 0.47029
C -0.89433 1.74140 0.41095
C -1.68633 1.28084 1.46306
C -3.05654 1.44161 1.43088
C -3.69064 2.06664 0.35225
C -5.18327 2.22369 0.30733
C -2.89888 2.49815 -0.70697
C -1.52380 2.33525 -0.68406
N -0.77663 2.77335 -1.82149
C -0.93607 3.87021 -2.57794
C -0.02440 3.82149 -3.61338
C 0.66740 2.63734 -3.42742
N 0.21259 1.99067 -2.33120
C 2.39765 1.46074 2.10660
C 2.93424 1.92870 3.29681
N 3.11299 0.41374 1.42934
C 4.25506 -0.16978 1.84480
C 4.66654 -1.08096 0.90199
C 3.71553 -1.00824 -0.09577
N 2.76535 -0.10042 0.20713
H 2.24187 3.72954 6.01530
H 3.55528 4.39930 5.05870
H 3.68973 2.76164 5.69705
H 0.74823 4.40113 4.02061
H -0.26880 3.55154 1.96927
H -1.20964 0.79967 2.30872
H -3.65183 1.08010 2.26041
H -5.58654 2.44219 1.29481
H -5.64469 1.29554 -0.03713
H -5.48251 3.01848 -0.37289
H -3.36431 2.94736 -1.57636
H -1.68469 4.60668 -2.33061
H 0.10781 4.54591 -4.39882
H 1.45302 2.20813 -4.03116
H 3.83352 1.49324 3.70271
H 4.72118 0.09521 2.77552
H 5.54420 -1.70344 0.93674
H 3.65819 -1.56079 -1.01921
F -5.52334 -2.03749 -4.02041
C -4.41196 -1.92869 -3.30991
C -4.06259 -2.96641 -2.46260
C -2.89988 -2.84787 -1.72108
C -2.11582 -1.69827 -1.84180
C -2.48750 -0.66647 -2.70303
C -3.64823 -0.78133 -3.44908
Sb -0.32568 -1.58447 -0.81404
C -0.42947 -2.53915 1.00330
C 0.74010 -3.01590 1.60002
C 0.67361 -3.62193 2.84219
C -0.56280 -3.72449 3.46132
F -0.62638 -4.30189 4.65010
C -1.73357 -3.25631 2.88863
C -1.66467 -2.65253 1.64307
C 1.21599 -2.35306 -2.02870
C 1.84701 -1.38197 -2.81310
C 2.90811 -1.66765 -3.65979
C 3.34371 -2.98048 -3.69231
F 4.34600 -3.29315 -4.49395
C 2.76844 -3.97621 -2.91576
C 1.70758 -3.65707 -2.07983
H -4.69328 -3.84276 -2.39957
H -2.61562 -3.66050 -1.06259
H -1.87925 0.22425 -2.81064
H -3.96946 -0.01086 -4.13702
H 1.69938 -2.93880 1.09956
H 1.54938 -4.02510 3.33285
H -2.67093 -3.37891 3.41423
H -2.57405 -2.28510 1.18227
H 1.44451 -0.35211 -2.88838
H 3.38396 -0.92665 -4.28815
H 3.15075 -4.98638 -2.98645
H 1.25952 -4.44076 -1.48147
*
```

energy above the lowest of the compared OMol25 structures with the same formula, charge and spin: 0.423 eV
Kohn-Sham gap (spin up / spin down): 5.9 / 7.2 eV

The Löwdin scheme yields these atomic charges, measured in e: atom 1 (W): 1.38, atom 2 (C): 0.00, atom 3 (C): -0.21, atom 4 (C): 0.02, atom 5 (C): 0.02, atom 6 (C): -0.18, atom 7 (N): -0.10, atom 8 (C): -0.27, atom 9 (C): -0.01, atom 10 (C): 0.01, atom 11 (C): -0.22, atom 12 (C): -0.01, atom 13 (C): 0.05, atom 14 (C): -0.14, atom 15 (N): -0.06, atom 16 (C): 0.02, atom 17 (C): 0.02, atom 18 (C): -0.07, atom 19 (N): -0.14, atom 20 (C): -0.07, atom 21 (C): 0.05, atom 22 (N): -0.03, atom 23 (C): 0.02, atom 24 (C): 0.02, atom 25 (C): -0.09, atom 26 (N): -0.11, atom 27 (H): 0.10, atom 28 (H): 0.11, atom 29 (H): 0.09, atom 30 (H): 0.14, atom 31 (H): 0.13, atom 32 (H): 0.14, atom 33 (H): 0.14, atom 34 (H): 0.10, atom 35 (H): 0.10, atom 36 (H): 0.09, atom 37 (H): 0.14, atom 38 (H): 0.16, atom 39 (H): 0.13, atom 40 (H): 0.13, atom 41 (H): 0.12, atom 42 (H): 0.14, atom 43 (H): 0.13, atom 44 (H): 0.10, atom 45 (F): 0.13, atom 46 (C): -0.25, atom 47 (C): 0.04, atom 48 (C): -0.10, atom 49 (C): -0.38, atom 50 (C): -0.12, atom 51 (C): 0.02, atom 52 (Sb): 1.60, atom 53 (C): -0.39, atom 54 (C): -0.11, atom 55 (C): 0.03, atom 56 (C): -0.25, atom 57 (F): 0.13, atom 58 (C): 0.03, atom 59 (C): -0.11, atom 60 (C): -0.38, atom 61 (C): -0.25, atom 62 (C): 0.03, atom 63 (C): -0.25, atom 64 (F): 0.14, atom 65 (C): 0.06, atom 66 (C): -0.06, atom 67 (H): 0.14, atom 68 (H): 0.11, atom 69 (H): 0.08, atom 70 (H): 0.14, atom 71 (H): 0.09, atom 72 (H): 0.14, atom 73 (H): 0.14, atom 74 (H): 0.11, atom 75 (H): 0.03, atom 76 (H): 0.14, atom 77 (H): 0.15, atom 78 (H): 0.12



(2)
Below is a structure of composition C12H19ClLuN5O5S in a non-equilibrium geometry, with properties calculated with wB97M-V/def2-TZVPD.

```
! RIJCOSX wB97M-V def2-TZVPD def2/J DEFGRID3
* xyz 0 1
Lu 0.22716 0.76374 0.71905
N -2.72505 -0.15085 4.10152
C -1.99805 -0.05957 2.94648
S -0.26131 -0.22968 3.14558
N -2.71547 0.10716 1.87124
N -1.98051 0.19556 0.68002
C -2.72118 0.23770 -0.36314
C -2.29308 0.39013 -1.76006
C -3.31286 0.38335 -2.71950
C -3.04988 0.54625 -4.06468
C -1.72619 0.73059 -4.46412
C -0.70056 0.74877 -3.53795
C -0.96140 0.57375 -2.17639
O 0.03197 0.58100 -1.29827
H -2.23819 -0.01896 4.96893
H -3.68381 0.15253 4.04934
H -3.79423 0.17291 -0.18893
H -4.33660 0.25239 -2.38477
H -3.85063 0.53958 -4.79134
H -1.49285 0.86761 -5.51340
H 0.32784 0.90294 -3.84037
O 0.42040 4.73752 1.43070
Cl 0.42538 3.37450 1.07082
O 0.98045 3.08792 -0.25016
O -0.93449 2.76682 1.06055
O 1.18933 2.51568 2.00378
N 2.67530 0.72225 0.13740
C 3.77747 -0.23030 0.39800
C 3.28597 -1.65200 0.21024
C 2.40995 -2.11879 1.37942
C 1.11328 -2.77050 0.95404
N 0.23899 -1.78996 0.27185
H 2.50016 0.76060 -0.86381
H 2.95535 1.66122 0.39908
H 4.10804 -0.08332 1.42746
H 4.62680 -0.00905 -0.25090
H 4.13386 -2.32425 0.06924
H 2.72627 -1.68925 -0.73226
H 2.15051 -1.26238 2.00873
H 2.97202 -2.79251 2.03066
H 0.58298 -3.14479 1.82839
H 1.30881 -3.62750 0.30235
H -0.73152 -1.99806 0.47133
H 0.33953 -1.82073 -0.73616
*
```

energy above the lowest of the compared OMol25 structures with the same formula, charge and spin: 0.580 eV
Kohn-Sham gap: 8.1 eV

The natural (NBO) scheme yields these atomic charges, measured in e: atom 1 (Lu): 1.76, atom 2 (N): -0.80, atom 3 (C): 0.31, atom 4 (S): -0.41, atom 5 (N): -0.44, atom 6 (N): -0.42, atom 7 (C): 0.16, atom 8 (C): -0.22, atom 9 (C): -0.14, atom 10 (C): -0.27, atom 11 (C): -0.18, atom 12 (C): -0.24, atom 13 (C): 0.37, atom 14 (O): -0.89, atom 15 (H): 0.40, atom 16 (H): 0.40, atom 17 (H): 0.19, atom 18 (H): 0.21, atom 19 (H): 0.22, atom 20 (H): 0.21, atom 21 (H): 0.21, atom 22 (O): -0.73, atom 23 (Cl): 2.48, atom 24 (O): -0.79, atom 25 (O): -0.81, atom 26 (O): -0.82, atom 27 (N): -0.88, atom 28 (C): -0.20, atom 29 (C): -0.41, atom 30 (C): -0.41, atom 31 (C): -0.22, atom 32 (N): -0.86, atom 33 (H): 0.40, atom 34 (H): 0.40, atom 35 (H): 0.20, atom 36 (H): 0.19, atom 37 (H): 0.22, atom 38 (H): 0.20, atom 39 (H): 0.21, atom 40 (H): 0.22, atom 41 (H): 0.22, atom 42 (H): 0.18, atom 43 (H): 0.40, atom 44 (H): 0.39



(3)
Below is a cluster of 14 separate species, C22H72O14 in total in a non-equilibrium geometry, with properties calculated with wB97M-V/def2-TZVPD.

```
! RIJCOSX wB97M-V def2-TZVPD def2/J DEFGRID3
* xyz 0 1
C -4.90795 -1.01031 0.89623
C -5.28946 -2.39528 0.35730
C -6.36073 -3.10778 1.22694
O -5.66501 -2.16182 -0.95201
H -4.32276 -0.44169 0.17351
H -4.39191 -1.13415 1.84832
H -5.76861 -0.36752 1.08111
H -4.41709 -3.04873 0.34799
H -6.72726 -4.00353 0.72555
H -7.19501 -2.44964 1.46968
H -5.92858 -3.35125 2.19754
H -5.88214 -3.04756 -1.25187
C 3.64683 -2.81096 -0.90112
C 3.56123 -4.23166 -0.40519
C 3.66173 -4.28870 1.13126
O 2.35366 -4.86786 -0.76705
H 3.50106 -2.75706 -1.97998
H 4.51741 -2.23551 -0.58638
H 2.79815 -2.30299 -0.44309
H 4.42368 -4.83299 -0.69272
H 3.37600 -5.27956 1.48432
H 2.96290 -3.57954 1.57489
H 4.64645 -3.96466 1.46807
H 2.17639 -5.60664 -0.18021
C 4.40949 -0.31301 1.99008
C 4.53974 1.17678 1.69198
C 5.17132 1.38783 0.35603
O 3.29229 1.74973 1.68904
H 4.22538 -0.49358 3.04913
H 5.26511 -0.88073 1.62443
H 3.55649 -0.75400 1.47429
H 5.05069 1.58215 2.56532
H 6.22801 1.19679 0.54318
H 5.08675 2.38648 -0.07250
H 4.83734 0.66379 -0.38715
H 3.25211 2.39443 0.97887
C 0.45018 0.11082 0.20833
C -0.94437 0.30088 -0.35950
C -1.11894 1.69013 -1.09786
O -1.29518 -0.70645 -1.31357
H 1.22837 0.18394 -0.55140
H 0.53966 -0.86334 0.68907
H 0.59977 0.92983 0.91185
H -1.73776 0.31486 0.38778
H -2.07010 1.70862 -1.62988
H -0.39346 1.87694 -1.88961
H -1.11008 2.53453 -0.40864
H -1.53763 -1.44542 -0.75078
C 0.82025 3.93920 2.72440
O 1.51634 3.04281 3.49377
H 0.20003 4.47489 3.44306
H 1.40725 4.67278 2.17176
H 0.28503 3.35932 1.97249
H 2.06393 2.46162 2.96088
C -0.91496 -3.69138 0.90608
O -1.71226 -2.57539 0.94058
H 0.12186 -3.36067 0.96721
H -1.01277 -4.41989 1.71095
H -1.10365 -4.20936 -0.03423
H -1.82871 -2.27620 1.84531
C -3.20321 4.65262 -0.04824
O -1.80717 4.83088 -0.04093
H -3.69911 5.51668 -0.49048
H -3.44437 3.76604 -0.63469
H -3.49569 4.56856 0.99842
H -1.44189 4.88232 -0.92722
C 1.43360 -1.90133 3.59284
O 1.97810 -3.06540 4.18416
H 2.10701 -1.69733 2.76038
H 0.43645 -2.05689 3.18103
H 1.32637 -1.03869 4.25045
H 1.51374 -3.26103 5.00129
C 2.11372 -0.18077 -3.76417
O 3.21918 0.42471 -4.32158
H 1.63087 -0.86560 -4.46129
H 2.41131 -0.82118 -2.93386
H 1.31876 0.47435 -3.40783
H 3.16180 0.46710 -5.27892
C 1.70970 4.40523 -0.76890
O 2.67416 3.44344 -0.31603
H 2.11981 5.40692 -0.64037
H 1.56641 4.19042 -1.82789
H 0.76771 4.29261 -0.23220
H 3.22949 3.17497 -1.05165
C 0.37312 -3.12322 -2.70395
O 1.49567 -3.90881 -3.12261
H 0.08091 -2.42354 -3.48698
H -0.48947 -3.75664 -2.49703
H 0.59785 -2.49207 -1.84416
H 1.84929 -4.27059 -2.30672
C -1.64947 4.60550 -3.36816
O -0.73691 5.28412 -2.58545
H -2.60010 4.76270 -2.85856
H -1.70123 5.04799 -4.36296
H -1.42672 3.55686 -3.56524
H -0.01400 5.58563 -3.14049
C -4.10519 -0.17384 -3.50631
O -2.73821 -0.53759 -3.77554
H -4.76290 -0.97275 -3.84875
H -4.19692 -0.07931 -2.42430
H -4.46546 0.73738 -3.98380
H -2.27294 -0.64569 -2.94281
C -1.97527 1.49991 3.50932
O -2.52674 0.57811 4.42552
H -1.55363 2.39009 3.97614
H -1.25154 0.86992 2.99218
H -2.74604 1.89994 2.85054
H -2.94735 1.08496 5.12393
*
```

energy above the lowest of the compared OMol25 structures with the same formula, charge and spin: 2.955 eV
Kohn-Sham gap: 9.8 eV

Atom charges from the Löwdin analysis, given in e for atoms 1 to 99: atom 1 (C): -0.05, atom 2 (C): -0.52, atom 3 (C): -0.04, atom 4 (O): -0.03, atom 5 (H): 0.06, atom 6 (H): 0.07, atom 7 (H): 0.08, atom 8 (H): 0.12, atom 9 (H): 0.07, atom 10 (H): 0.08, atom 11 (H): 0.08, atom 12 (H): 0.09, atom 13 (C): -0.04, atom 14 (C): -0.47, atom 15 (C): -0.04, atom 16 (O): -0.05, atom 17 (H): 0.07, atom 18 (H): 0.08, atom 19 (H): 0.07, atom 20 (H): 0.13, atom 21 (H): 0.08, atom 22 (H): 0.06, atom 23 (H): 0.09, atom 24 (H): 0.10, atom 25 (C): -0.05, atom 26 (C): -0.50, atom 27 (C): -0.04, atom 28 (O): -0.06, atom 29 (H): 0.08, atom 30 (H): 0.08, atom 31 (H): 0.05, atom 32 (H): 0.14, atom 33 (H): 0.09, atom 34 (H): 0.08, atom 35 (H): 0.09, atom 36 (H): 0.04, atom 37 (C): -0.03, atom 38 (C): -0.43, atom 39 (C): -0.02, atom 40 (O): -0.08, atom 41 (H): 0.08, atom 42 (H): 0.06, atom 43 (H): 0.07, atom 44 (H): 0.12, atom 45 (H): 0.07, atom 46 (H): 0.07, atom 47 (H): 0.06, atom 48 (H): 0.06, atom 49 (C): -0.20, atom 50 (O): -0.12, atom 51 (H): 0.09, atom 52 (H): 0.07, atom 53 (H): 0.06, atom 54 (H): 0.03, atom 55 (C): -0.17, atom 56 (O): -0.12, atom 57 (H): 0.06, atom 58 (H): 0.09, atom 59 (H): 0.09, atom 60 (H): 0.09, atom 61 (C): -0.16, atom 62 (O): -0.15, atom 63 (H): 0.08, atom 64 (H): 0.07, atom 65 (H): 0.08, atom 66 (H): 0.01, atom 67 (C): -0.16, atom 68 (O): -0.11, atom 69 (H): 0.05, atom 70 (H): 0.06, atom 71 (H): 0.09, atom 72 (H): 0.08, atom 73 (C): -0.19, atom 74 (O): -0.10, atom 75 (H): 0.08, atom 76 (H): 0.06, atom 77 (H): 0.07, atom 78 (H): 0.08, atom 79 (C): -0.10, atom 80 (O): -0.14, atom 81 (H): 0.09, atom 82 (H): 0.08, atom 83 (H): 0.06, atom 84 (H): 0.08, atom 85 (C): -0.16, atom 86 (O): -0.13, atom 87 (H): 0.07, atom 88 (H): 0.08, atom 89 (H): 0.05, atom 90 (H): 0.00, atom 91 (C): -0.15, atom 92 (O): -0.13, atom 93 (H): 0.08, atom 94 (H): 0.09, atom 95 (H): 0.08, atom 96 (H): 0.10, atom 97 (C): -0.15, atom 98 (O): -0.14, atom 99 (H): 0.07



(4)
Below is a cluster of 2 separate species, C4H11N3O2 in total in a non-equilibrium geometry, with properties calculated with wB97M-V/def2-TZVPD.

```
! RIJCOSX wB97M-V def2-TZVPD def2/J DEFGRID3
* xyz 0 1
C -1.87453 0.81368 3.01486
C -1.02253 0.77628 1.78263
O -0.57547 -0.43735 1.53020
O -0.90004 1.65433 0.94366
H -2.15479 1.73607 3.51012
H -1.43922 0.15845 3.78036
H -2.85100 0.39292 2.73572
C 0.67482 -2.20221 -1.32453
C 1.09973 0.23992 -1.49329
N 0.84098 -0.84948 -0.85566
N 0.95899 0.48352 -2.81010
N 1.29494 1.39067 -0.67236
H -0.00144 -0.55097 0.72390
H 1.16725 -2.86386 -0.60584
H 0.98696 -2.43373 -2.34971
H 0.48561 -0.11544 -3.45940
H 1.41096 1.36481 -2.99491
H 1.95034 1.17404 0.05567
H 0.37301 1.59606 -0.28907
H -0.42456 -2.32771 -1.22225
*
```

energy above the lowest of the compared OMol25 structures with the same formula, charge and spin: 0.947 eV
SMILES: CN=C(N)N.CC(=O)O
Kohn-Sham gap: 9.9 eV

The natural (NBO) scheme yields these atomic charges, measured in e: atom 1 (C): -0.73, atom 2 (C): 0.81, atom 3 (O): -0.72, atom 4 (O): -0.64, atom 5 (H): 0.24, atom 6 (H): 0.24, atom 7 (H): 0.25, atom 8 (C): -0.43, atom 9 (C): 0.60, atom 10 (N): -0.61, atom 11 (N): -0.83, atom 12 (N): -0.89, atom 13 (H): 0.53, atom 14 (H): 0.21, atom 15 (H): 0.17, atom 16 (H): 0.41, atom 17 (H): 0.42, atom 18 (H): 0.37, atom 19 (H): 0.42, atom 20 (H): 0.20